Here is a single C6H15N3 molecule at a distorted geometry from OMol25. Energies are from ωB97M-V with the def2-TZVPD basis set.

The SMILES is [H]/N=C/C(N)(N)CCCC. The energy above the lowest of the compared OMol25 structures with the same formula, charge and spin comes out at 1.857 eV. The calculation puts the HOMO energy at -8.460 eV. Its spin multiplicity is 1. The value obtained for the total energy is -10934.053 eV. The calculation puts the HOMO-LUMO gap at 9.42 eV.

Positions of all 24 atoms, in Å:
1 H -1.11477 2.48539 0.18693
2 N -1.28257 1.49958 0.36809
3 C -1.42872 0.77669 -0.65134
4 C -1.47687 -0.69059 -0.49745
5 N -1.76927 -1.14663 0.81927
6 N -2.36295 -1.33741 -1.42593
7 C 0.29488 -0.87349 -0.97765
8 C 1.60164 -0.47271 -0.19962
9 C 1.41874 0.27304 1.13530
10 C 2.20305 1.58013 1.24855
11 H -1.42131 1.13335 -1.68982
12 H -2.59843 -1.72025 0.86268
13 H -1.81454 -0.36871 1.46426
14 H -2.17554 -1.08527 -2.38899
15 H -2.32751 -2.34557 -1.33090
16 H 0.32672 -1.94910 -1.15442
17 H 0.30660 -0.37617 -1.94668
18 H 2.20794 0.14513 -0.86545
19 H 2.16593 -1.38865 -0.01743
20 H 1.70143 -0.37947 1.96222
21 H 0.36375 0.50651 1.25735
22 H 2.02438 2.21220 0.38082
23 H 3.27417 1.39835 1.32559
24 H 1.88318 2.12366 2.13470

These are the natural (NBO) partial charges, in e, on atoms 1 to 6:
1. H 0.353
2. N -0.675
3. C 0.133
4. C 0.265
5. N -0.859
6. N -0.834

Here is 2 unconnected molecules or ions with the total composition C3H7NO2 at a distorted geometry from OMol25. Energies are from ωB97M-V with the def2-TZVPD basis set.

The energy above the lowest of the compared OMol25 structures with the same formula, charge and spin comes out at 4.833 eV. The calculation puts the HOMO energy (alpha / beta) at -7.077 / -10.451 eV. Its spin multiplicity is 3. The value obtained for the total energy is -8799.447 eV. The calculation puts the HOMO-LUMO gap (alpha / beta) at 7.93 / 9.62 eV.

Positions of all 13 atoms, in Å:
1 C 0.95689 -1.39742 -0.97968
2 C 0.33837 -0.78664 -0.06257
3 C 1.27241 1.66307 0.70560
4 N -0.95545 -1.06185 0.49155
5 O -2.64806 0.55297 -0.07193
6 O -2.11240 -0.78443 -0.22875
7 H 0.73885 -2.44584 -1.18903
8 H 1.81958 -1.09422 -1.52587
9 H 0.35914 2.31574 0.86680
10 H 1.82858 1.82198 -0.16761
11 H 1.65138 1.02474 1.44766
12 H -0.93048 -0.82524 1.51846
13 H -2.31884 1.01713 -0.80463

These are the natural (NBO) partial charges, in e, on atoms 1 to 6:
1. C -0.497
2. C 0.168
3. C -0.493
4. N -0.340
5. O -0.452
6. O -0.126

Here is 2 unconnected molecules or ions with the total composition C12H6BNO10PS at a distorted geometry from OMol25. Energies are from ωB97M-V with the def2-TZVPD basis set.

The calculation puts the HOMO energy at -7.183 eV. Its spin multiplicity is 1. The value obtained for the total energy is -55305.049 eV. The calculation puts the HOMO-LUMO gap at 7.41 eV. As for the net charge: -1.

Positions of all 32 atoms, in Å:
1 O -0.89679 -2.10637 1.04903
2 C -1.34324 -1.07433 0.32639
3 N -1.60259 0.34079 0.88302
4 C -1.89564 1.31677 -0.27595
5 O -2.02006 2.64930 -0.07026
6 C -2.00401 0.44937 -1.66283
7 C -2.35451 0.86338 -3.21011
8 P -2.72017 2.72931 -3.56534
9 S -2.01049 3.14101 -5.33098
10 C -2.39103 -0.31369 -4.39561
11 C -2.01665 -1.88362 -3.96498
12 C -1.61307 -2.30551 -2.40041
13 C -1.64183 -1.10434 -1.28526
14 H -0.75147 0.65335 1.41188
15 H -1.91405 3.47338 -2.59380
16 H -4.11760 3.04298 -3.38888
17 H -2.64986 -0.05065 -5.52977
18 H -2.02077 -2.74222 -4.77099
19 H -1.31531 -3.39727 -2.07914
20 B 2.86863 -0.28298 3.14234
21 O 1.62141 0.48711 3.10144
22 C 1.59611 1.12330 1.92195
23 O 0.69030 1.85668 1.56009
24 C 2.78239 0.80756 1.17006
25 O 3.06041 1.22582 0.05789
26 O 3.55864 -0.02866 1.87376
27 O 3.69815 0.12284 4.28147
28 C 3.88365 -0.96954 5.03578
29 O 4.53249 -0.98478 6.06924
30 C 3.20833 -2.09403 4.44267
31 O 3.18316 -3.23144 4.88434
32 O 2.59546 -1.71352 3.31300

These are the natural (NBO) partial charges, in e, on atoms 1 to 6:
1. O -0.527
2. C 0.647
3. N -0.672
4. C 0.662
5. O -0.547
6. C -0.106

Here is a single C6H10 molecule at a distorted geometry from OMol25. Energies are from ωB97M-V with the def2-TZVPD basis set.

The energy above the lowest of the compared OMol25 structures with the same formula, charge and spin comes out at 7.721 eV. The calculation puts the HOMO energy at -6.048 eV. Its spin multiplicity is 1. The value obtained for the total energy is -6376.139 eV. The calculation puts the HOMO-LUMO gap at 4.42 eV.

Positions of all 16 atoms, in Å:
1 C -1.54315 2.67855 -1.12733
2 C -1.04502 1.29394 -1.17725
3 C 0.08926 0.69542 -0.37774
4 C 0.22343 -0.57116 -0.06778
5 C 1.34255 -1.25279 0.56185
6 C 1.21559 -2.45434 1.41675
7 H -1.20187 3.39729 -1.93963
8 H -2.06989 3.11833 -0.28785
9 H -1.91674 1.32560 -0.52125
10 H -0.92736 0.45798 -1.83386
11 H 0.93704 1.41025 -0.15556
12 H -0.72251 -1.20470 -0.16940
13 H 2.15368 -0.54966 0.88499
14 H 0.94928 -2.20584 2.42610
15 H 0.41955 -3.09247 0.97331
16 H 2.09616 -3.04640 1.39465

These are the natural (NBO) partial charges, in e, on atoms 1 to 6:
1. C -0.515
2. C -0.546
3. C -0.104
4. C -0.297
5. C -0.092
6. C -0.658

Here is a molecular structure, C27H35BBiF6N13O4S4 at a distorted geometry from OMol25. Energies are from ωB97M-V with the def2-TZVPD basis set.

The energy above the lowest of the compared OMol25 structures with the same formula, charge and spin comes out at 1.488 eV. The calculation puts the HOMO energy at -7.533 eV. Its spin multiplicity is 1. The value obtained for the total energy is -122290.226 eV. The calculation puts the HOMO-LUMO gap at 7.53 eV.

Positions of all 91 atoms, in Å:
1 Bi 0.26685 -0.28113 0.68703
2 C 1.21561 -0.80063 3.93607
3 N 1.90768 -0.61126 2.64204
4 C 2.75769 -1.79439 2.38995
5 C 2.66899 0.62785 2.74141
6 C 3.83377 0.68086 3.48965
7 C 4.48308 1.88276 3.71295
8 C 3.90777 3.04908 3.23343
9 C 2.74573 3.00494 2.48278
10 C 2.13816 1.78379 2.15544
11 N 0.98636 1.68678 1.37646
12 C 0.52767 2.72881 0.55293
13 C 1.31264 3.71736 -0.03594
14 C 0.73779 4.65944 -0.87709
15 C -0.61680 4.61701 -1.16696
16 C -1.40701 3.61424 -0.61581
17 C -0.84276 2.68122 0.23278
18 N -1.56976 1.58718 0.82981
19 C -2.81551 1.20093 0.15617
20 C -1.86216 1.92738 2.24171
21 H 1.94905 -0.82423 4.74777
22 H 0.65215 -1.72681 3.93185
23 H 0.52317 0.02291 4.11710
24 H 3.27750 -2.10258 3.30106
25 H 3.49484 -1.57550 1.63538
26 H 2.13957 -2.62743 2.05155
27 H 4.24510 -0.22705 3.91446
28 H 5.40646 1.90399 4.27651
29 H 4.36843 4.00687 3.44276
30 H 2.29253 3.92822 2.15583
31 H 2.38117 3.72346 0.12781
32 H 1.36729 5.41953 -1.32640
33 H -1.06318 5.36172 -1.81509
34 H -2.46308 3.57085 -0.85076
35 H -3.56810 1.99482 0.21358
36 H -3.21360 0.31990 0.65631
37 H -2.61615 0.96236 -0.88803
38 H -2.53991 2.78573 2.27830
39 H -0.94146 2.17874 2.76210
40 H -2.34177 1.08224 2.72855
41 C -3.78394 -0.48317 -3.55803
42 N -4.35856 -0.64501 -2.23897
43 C -5.59277 -0.15755 -1.85310
44 C -5.77487 -0.54163 -0.57809
45 N -4.66854 -1.26379 -0.16670
46 B -4.63047 -1.81109 1.31954
47 N -3.54108 -2.91193 1.44946
48 C -3.72548 -4.20365 1.01541
49 C -2.54006 -4.84417 1.07080
50 N -1.62272 -3.92735 1.54308
51 C -0.21683 -4.19583 1.75669
52 C -2.25274 -2.75312 1.75199
53 S -1.55087 -1.33352 2.45166
54 C -3.78437 -1.32090 -1.19398
55 S -2.22608 -2.00960 -1.27989
56 H -4.53119 -0.71173 -4.31662
57 H -2.94864 -1.17162 -3.65149
58 H -3.41902 0.53438 -3.70780
59 H -6.21926 0.40918 -2.52007
60 H -6.59475 -0.35969 0.09660
61 H -5.69857 -2.32474 1.55059
62 H -4.37672 -0.89618 2.06275
63 H -4.69031 -4.54931 0.68555
64 H -2.25511 -5.84364 0.79254
65 H -0.06273 -5.27141 1.73273
66 H 0.08572 -3.81506 2.72917
67 H 0.39022 -3.73987 0.97398
68 F 3.73619 -4.18858 -3.40574
69 C 3.31865 -3.04752 -3.94935
70 F 4.30407 -2.52045 -4.67251
71 F 2.28239 -3.30126 -4.74560
72 S 2.76637 -1.83493 -2.67788
73 O 1.76992 -2.50206 -1.88174
74 O 2.37742 -0.69745 -3.46021
75 N 4.15387 -1.62562 -1.91723
76 S 4.13319 -0.53183 -0.80009
77 O 5.10384 -0.79475 0.21879
78 O 2.79796 -0.15431 -0.34709
79 C 4.74813 1.03440 -1.56998
80 F 5.85902 0.78952 -2.25940
81 F 3.84374 1.58226 -2.37493
82 F 5.02316 1.90071 -0.59136
83 N 0.81641 2.48561 -4.50368
84 N 0.29158 1.58691 -3.61704
85 N -0.45613 0.57552 -3.99855
86 C -0.65508 -0.03926 -2.84138
87 N -0.06483 0.61443 -1.82418
88 N 0.54888 1.65518 -2.35722
89 H 0.16552 2.70070 -5.23894
90 H 1.23187 3.25868 -4.00999
91 H -1.23225 -0.94386 -2.71804

These are the Mulliken partial charges, in e, on atoms 1 to 6:
1. Bi 1.641
2. C -1.342
3. N 1.846
4. C -0.678
5. C -0.024
6. C -0.604

Here is a single C4H6N2O2 molecule at a distorted geometry from OMol25. Energies are from ωB97M-V with the def2-TZVPD basis set.

The SMILES is Cc1nc(O)oc1N. The energy above the lowest of the compared OMol25 structures with the same formula, charge and spin comes out at 1.148 eV. The calculation puts the HOMO energy at -8.704 eV. Its spin multiplicity is 1. The value obtained for the total energy is -11319.894 eV. The calculation puts the HOMO-LUMO gap at 9.35 eV.

Positions of all 14 atoms, in Å:
1 C 2.01228 -1.40414 -0.06028
2 C 0.74962 -0.61599 0.13650
3 N -0.56666 -1.24907 0.07564
4 C -1.30496 -0.20378 0.00470
5 O -2.64671 -0.19258 -0.06892
6 O -0.71240 1.01412 -0.03658
7 C 0.61659 0.68604 0.04335
8 N 1.47548 1.74428 -0.03908
9 H 2.61484 -1.51342 0.87576
10 H 2.60968 -1.09149 -0.94251
11 H 1.62118 -2.38683 -0.35224
12 H -2.91644 0.72355 0.11202
13 H 2.21031 1.55348 -0.69642
14 H 1.93035 1.90321 0.84586

These are the natural (NBO) partial charges, in e, on atoms 1 to 6:
1. C -0.657
2. C 0.056
3. N -0.498
4. C 0.743
5. O -0.646
6. O -0.443

Here is a single C4H11N3O molecule at a distorted geometry from OMol25. Energies are from ωB97M-V with the def2-TZVPD basis set.

The energy above the lowest of the compared OMol25 structures with the same formula, charge and spin comes out at 6.160 eV. The calculation puts the HOMO energy at -8.435 eV. Its spin multiplicity is 1. The value obtained for the total energy is -10839.052 eV. The calculation puts the HOMO-LUMO gap at 6.02 eV.

Positions of all 19 atoms, in Å:
1 O 0.21195 1.33286 -0.82156
2 C -0.02216 0.34370 0.13914
3 N -0.88272 -0.61509 -0.21639
4 C -2.22550 -0.34497 0.18686
5 N -2.76325 0.81257 -0.53694
6 C 1.44642 -0.36309 0.49084
7 C 1.86927 -1.25233 -0.69001
8 N 2.25705 0.69041 0.64587
9 H -0.33036 0.81484 1.09742
10 H -2.29314 -0.12887 1.27258
11 H -2.84967 -1.19873 -0.04513
12 H -3.23568 1.47663 0.05399
13 H -2.03519 1.23595 -1.09460
14 H 1.29731 -0.97250 1.38725
15 H 2.83673 -1.68432 -0.46554
16 H 2.02228 -0.64349 -1.58104
17 H 1.10498 -1.98889 -0.88787
18 H 2.48795 0.82485 1.63915
19 H 1.10374 1.66049 -0.57402

These are the natural (NBO) partial charges, in e, on atoms 1 to 6:
1. O -0.686
2. C 0.263
3. N -0.372
4. C -0.085
5. N -0.839
6. C -0.045

Here is a molecular structure, C28H49NO2P2V at a distorted geometry from OMol25. Energies are from ωB97M-V with the def2-TZVPD basis set.

The energy above the lowest of the compared OMol25 structures with the same formula, charge and spin comes out at 1.429 eV. The calculation puts the HOMO energy (alpha / beta) at -11.427 / -11.490 eV. Its spin multiplicity is 3. The value obtained for the total energy is -79673.158 eV. The calculation puts the HOMO-LUMO gap (alpha / beta) at 6.79 / 7.70 eV. As for the net charge: +1.

Positions of all 83 atoms, in Å:
1 V -0.55462 0.17492 0.34791
2 C -1.96040 1.68286 0.49070
3 C -2.37501 0.76866 -0.53557
4 C -2.18985 -0.41692 1.45694
5 C -1.90864 0.96219 1.73069
6 C -2.50929 -0.52436 0.05586
7 C -1.97359 3.16068 0.33931
8 H -1.62873 3.47479 -0.66499
9 H -1.35091 3.65722 1.10177
10 H -3.01517 3.52059 0.46347
11 C -1.92347 1.58152 3.05114
12 H -1.70819 2.65707 3.00104
13 H -1.19390 1.06756 3.70167
14 H -2.91091 1.40139 3.51009
15 C -2.41848 -1.50344 2.41460
16 H -3.50175 -1.57441 2.62910
17 H -1.89785 -1.25839 3.36506
18 H -2.05129 -2.48048 2.04373
19 C -3.30633 -1.65572 -0.47430
20 H -4.38023 -1.45966 -0.26929
21 H -3.05430 -2.59481 0.04554
22 H -3.17614 -1.79544 -1.55953
23 C -3.11673 1.25571 -1.71535
24 H -4.07285 1.70008 -1.36267
25 H -3.33751 0.45963 -2.43667
26 H -2.56887 2.05012 -2.24008
27 C 1.33205 0.59632 -3.03664
28 C 0.32384 1.45204 -3.18647
29 C -0.28571 1.71684 -4.53590
30 C -1.16637 0.56888 -5.13441
31 C -1.28985 -0.71277 -4.34886
32 C -0.25491 -1.55728 -4.24767
33 C 1.07742 -1.23487 -4.87954
34 C 1.94431 -0.11122 -4.21603
35 H 0.49584 1.95496 -5.27779
36 H -0.74276 0.33263 -6.12194
37 H -0.91301 2.61738 -4.46984
38 H 2.22181 0.60741 -5.00686
39 H 1.71987 0.30120 -2.04666
40 H -0.15955 1.95401 -2.33173
41 H 2.88789 -0.57295 -3.89241
42 H 1.68350 -2.15233 -4.88498
43 H -0.30171 -2.49788 -3.67888
44 H 0.92552 -0.94330 -5.93020
45 H -2.17540 0.97643 -5.29532
46 H -2.25409 -0.87492 -3.84861
47 P 1.47945 1.92972 0.95582
48 C 1.14818 2.74670 2.56068
49 H 2.03684 3.36034 2.78488
50 H 0.98311 1.99340 3.34539
51 H 0.25677 3.38654 2.47681
52 C 3.22732 1.44768 1.12904
53 H 3.77238 2.29444 1.58137
54 H 3.63490 1.13200 0.15639
55 H 3.33747 0.56406 1.78902
56 C 1.70519 3.43077 -0.06296
57 H 2.16901 3.15622 -1.02383
58 H 2.36487 4.10094 0.51983
59 H 0.73307 3.91383 -0.24191
60 P 0.71953 -2.24053 0.15983
61 C -0.46695 -3.53937 -0.33821
62 H 0.13539 -4.37747 -0.72544
63 H -1.19919 -3.19242 -1.08148
64 H -0.98753 -3.85773 0.58545
65 C 2.36122 -2.49734 -0.61545
66 H 2.28580 -2.60804 -1.71042
67 H 2.79681 -3.39611 -0.13914
68 H 3.01515 -1.64363 -0.36476
69 C 1.12404 -3.13883 1.70310
70 H 1.31700 -4.18086 1.40500
71 H 0.27968 -3.05132 2.40288
72 H 2.04603 -2.69642 2.10757
73 O -0.78831 -0.50943 4.55576
74 C 0.39270 -0.74671 4.23460
75 C 1.39519 -1.35279 5.21186
76 C 2.61416 -0.62459 4.72547
77 C 2.31412 -0.76901 3.23688
78 O 3.12793 -1.07517 2.34474
79 N 0.97359 -0.50847 3.01084
80 H 1.07851 -1.20155 6.25423
81 H 1.47199 -2.43370 4.98002
82 H 2.55395 0.45385 4.95565
83 H 3.60695 -1.00095 5.01108

These are the Mulliken partial charges, in e, on atoms 1 to 6:
1. V -0.442
2. C 1.098
3. C 0.926
4. C 0.280
5. C 1.525
6. C 1.048